Here is CH3IN2O2 in the gas phase from OMol25. Energies are from ωB97M-V/def2-TZVPD.

Summary:
Lowest unoccupied orbital energy = -0.0200 Ha
Maximum force = 3.75 eV Å⁻¹
DFT total energy = -16259.126 eV
Highest occupied orbital energy = -9.2 eV

```
! wB97M-V def2-TZVPD RIJCOSX def2/J DEFGRID3
* xyz 0 1
N -1.75 0.31 0.06
N -0.55 -0.45 0.29
C 0.60 0.15 -0.01
O 0.74 1.20 -0.58
O 1.84 -0.86 0.12
I 3.63 -0.04 -0.01
H -1.43 1.15 -0.48
H -2.41 -0.19 -0.44
H -0.66 -1.26 1.05
*
```

=====

Here is 2 unconnected molecules or ions with the total composition C18H11Cl2N3O2S from OMol25. Energies are from ωB97M-V/def2-TZVPD.

Summary:
Lowest unoccupied orbital energy = -0.1192 Ha
Maximum force = 3.57 eV Å⁻¹
DFT total energy = -63285.164 eV
Highest occupied orbital energy = -7.5 eV

```
! wB97M-V def2-TZVPD RIJCOSX def2/J DEFGRID3
* xyz 0 1
N -1.95 -2.38 2.62
C -1.05 -1.63 2.47
C 0.13 -0.84 2.27
C 0.18 0.53 2.22
C -0.95 1.36 2.43
N -1.87 2.05 2.66
C 1.48 1.24 2.09
O 1.52 2.44 1.82
C 2.71 0.40 2.24
Cl 4.19 1.23 2.31
C 2.63 -0.96 2.36
Cl 3.99 -1.92 2.66
C 1.34 -1.67 2.25
O 1.26 -2.89 2.12
C -3.52 0.00 0.50
S -2.63 0.38 -1.06
C -3.63 1.86 -1.59
C -1.02 0.84 -0.75
C 0.13 0.23 -1.39
C 1.21 1.00 -1.94
C 2.28 0.37 -2.55
C 2.40 -1.03 -2.53
C 3.58 -1.67 -3.05
N 4.55 -2.13 -3.51
C 1.35 -1.80 -2.02
C 0.22 -1.18 -1.48
H -3.03 -0.85 0.99
H -3.51 0.87 1.16
H -4.54 -0.31 0.23
H -3.80 1.71 -2.65
H -4.60 1.85 -1.07
H -3.13 2.82 -1.42
H -0.89 1.77 -0.19
H 1.15 2.08 -1.92
H 3.05 0.94 -3.08
H 1.39 -2.90 -2.07
H -0.61 -1.79 -1.11
*
```

=====

Here is 2 unconnected molecules or ions with the total composition C2H2ClN from OMol25. Energies are from ωB97M-V/def2-TZVPD.

Summary:
<S²> = 2.02
Lowest unoccupied orbital energy (spin up / spin down) = 0.0093 / -0.0980 Ha
Maximum force = 2.99 eV Å⁻¹
DFT total energy = -16111.194 eV
Highest occupied orbital energy (spin up / spin down) = -7.9 / -10.6 eV

```
! wB97M-V def2-TZVPD RIJCOSX def2/J DEFGRID3
* xyz 0 3
C -1.21 0.25 0.78
C -0.28 0.24 0.02
N 0.67 0.12 -0.89
Cl 2.20 0.77 -0.45
H -2.04 0.24 1.42
H 0.66 -1.61 -0.88
*
```

=====

Here is 2 unconnected molecules or ions with the total composition C3H4N2O2 from OMol25. Energies are from ωB97M-V/def2-TZVPD.

Summary:
Lowest unoccupied orbital energy = 0.0299 Ha
Maximum force = 0.80 eV Å⁻¹
DFT total energy = -10248.441 eV
Highest occupied orbital energy = -9.8 eV

```
! wB97M-V def2-TZVPD RIJCOSX def2/J DEFGRID3
* xyz 0 1
C -1.38 -0.50 -0.14
N 0.04 -0.20 0.02
C 0.94 -1.12 -0.54
N 0.83 -1.41 0.67
H -1.58 -1.45 -0.65
H -1.83 -0.53 0.86
H -1.84 0.32 -0.70
H 1.43 -1.39 -1.46
O 2.15 1.68 0.31
C 1.10 2.07 0.65
O 0.10 2.54 1.01
*
```

=====

Here is 2 unconnected molecules or ions with the total composition C6H10 from OMol25. Energies are from ωB97M-V/def2-TZVPD.

Summary:
Lowest unoccupied orbital energy = 0.0377 Ha
Maximum force = 0.24 eV Å⁻¹
DFT total energy = -6381.801 eV
Highest occupied orbital energy = -9.1 eV

```
! wB97M-V def2-TZVPD RIJCOSX def2/J DEFGRID3
* xyz 0 1
C 1.27 0.31 1.38
C 1.12 -0.93 0.89
C -0.14 -1.69 0.88
C -1.36 -1.17 0.75
H 0.43 0.85 1.81
H 2.23 0.83 1.37
H 1.99 -1.45 0.49
H -0.05 -2.77 0.97
H -2.25 -1.80 0.80
H -1.53 -0.11 0.58
C -0.58 0.77 -1.87
C 0.01 1.88 -1.45
H -1.55 0.79 -2.37
H -0.14 -0.20 -1.71
H -0.43 2.86 -1.60
H 0.96 1.85 -0.93
*
```

=====

Here is C6H6N4O in the gas phase from OMol25. Energies are from ωB97M-V/def2-TZVPD.

Summary:
Lowest unoccupied orbital energy = 0.0278 Ha
Maximum force = 2.20 eV Å⁻¹
DFT total energy = -14327.516 eV
Highest occupied orbital energy = -8.9 eV

```
! wB97M-V def2-TZVPD RIJCOSX def2/J DEFGRID3
* xyz 0 1
C -0.24 -2.53 1.54
N 0.01 -1.48 0.56
C 1.16 -1.51 -0.18
N 1.56 -0.56 -0.97
C 0.71 0.54 -0.83
N 0.88 1.73 -1.47
C -0.16 2.54 -1.09
N -0.93 2.04 -0.20
C -0.43 0.72 -0.09
C -0.81 -0.36 0.73
O -1.70 -0.37 1.56
H -1.17 -3.04 1.35
H -0.38 -2.18 2.59
H 0.57 -3.26 1.56
H 1.65 -2.52 -0.14
H 1.47 1.98 -2.24
H -0.40 3.48 -1.53
*
```

=====

Here is a molecular structure, C38H33Cl2N3OPZr from OMol25. Energies are from ωB97M-V/def2-TZVPD.

Summary:
Lowest unoccupied orbital energy = -0.1318 Ha
Maximum force = 3.18 eV Å⁻¹
DFT total energy = -82070.340 eV
Highest occupied orbital energy = -10.9 eV

```
! wB97M-V def2-TZVPD RIJCOSX def2/J DEFGRID3
* xyz 1 1
Zr -0.15 1.10 0.16
C 3.61 3.39 -0.86
C 2.25 2.80 -0.84
N 1.83 1.99 0.07
N 2.64 1.65 1.14
C 2.05 0.79 1.94
O 0.87 0.27 1.71
C 2.75 0.38 3.17
C 2.01 -0.13 4.23
C 2.65 -0.56 5.38
C 4.03 -0.50 5.46
C 4.78 0.00 4.40
C 4.14 0.45 3.26
C 1.25 3.10 -1.90
C 1.58 3.83 -3.03
C 0.61 4.04 -3.99
C -0.66 3.52 -3.79
C -0.91 2.80 -2.64
N 0.02 2.60 -1.71
H 4.10 3.20 0.09
H 3.57 4.46 -1.06
H 4.21 2.92 -1.65
H 0.93 -0.18 4.14
H 2.07 -0.95 6.21
H 4.54 -0.85 6.35
H 5.86 0.03 4.46
H 4.71 0.84 2.42
H 2.58 4.21 -3.16
H 0.84 4.60 -4.89
H -1.45 3.67 -4.52
H -1.88 2.36 -2.46
C -0.63 3.40 1.06
C -0.43 2.69 2.26
C -1.47 1.77 2.41
C -2.34 1.90 1.30
C -1.83 2.92 0.47
H -0.04 4.24 0.72
H 0.34 2.88 2.99
H -1.63 1.13 3.27
H -3.30 1.43 1.18
H -2.35 3.37 -0.36
C -0.81 -3.85 2.43
C -1.43 -2.67 2.82
C -1.78 -1.74 1.85
C -1.53 -1.97 0.50
C -0.90 -3.16 0.13
C -0.55 -4.09 1.09
P -2.13 -0.75 -0.72
C -3.61 -1.54 -1.40
C -4.29 -0.86 -2.42
C -5.41 -1.41 -3.00
C -5.89 -2.64 -2.57
C -5.24 -3.31 -1.54
C -4.10 -2.76 -0.95
C -0.86 -0.90 -2.03
C -0.95 -1.71 -3.16
C 0.08 -1.68 -4.09
C 1.18 -0.84 -3.87
C 1.25 -0.05 -2.73
C 0.23 -0.05 -1.78
H -0.57 -4.60 3.17
H -1.64 -2.48 3.86
H -2.32 -0.84 2.15
H -0.70 -3.36 -0.92
H -0.08 -5.02 0.79
H -3.92 0.10 -2.76
H -5.93 -0.88 -3.79
H -6.76 -3.08 -3.03
H -5.61 -4.26 -1.19
H -3.61 -3.29 -0.14
H -1.81 -2.35 -3.32
H 0.03 -2.29 -4.98
H 1.98 -0.81 -4.60
H 2.13 0.57 -2.60
Cl 4.41 -2.56 1.43
C 2.67 -2.69 1.17
Cl 2.11 -1.66 -0.17
H 2.15 -2.37 2.07
H 2.43 -3.71 0.91
*
```

=====

Here is a molecular structure, C23H34As3BrMnN2O4 from OMol25. Energies are from ωB97M-V/def2-TZVPD.

Summary:
<S²> = 0.75
Lowest unoccupied orbital energy = -0.5116 Ha
Maximum force = 0.96 eV Å⁻¹
DFT total energy = -319407.445 eV
Highest occupied orbital energy = -20.1 eV

```
! wB97M-V def2-TZVPD RIJCOSX def2/J DEFGRID3
* xyz 4 2
Mn -0.32 1.32 -0.29
O -2.35 2.06 -3.65
C -2.18 2.30 -2.56
O -0.82 1.24 -1.77
C -2.55 3.02 -1.36
C -3.53 4.00 -1.36
C -3.83 4.61 -0.13
C -3.16 4.21 1.01
C -2.19 3.21 0.90
N -1.91 2.65 -0.25
C -1.37 2.62 2.02
O -1.40 2.98 3.15
O -0.62 1.61 1.54
H -4.04 4.28 -2.28
H -4.58 5.38 -0.09
H -3.36 4.66 1.98
C 2.62 0.24 -1.88
As 1.72 -0.13 -0.21
C 3.01 0.30 1.16
C 1.61 -2.09 -0.21
C 0.61 -2.74 0.75
C 0.75 -2.16 2.16
C -0.82 -2.55 0.23
As -1.60 -0.76 0.36
C -2.35 -0.59 2.13
C -3.12 -0.85 -0.83
C 0.93 -4.26 0.93
As 0.94 -5.63 -0.48
C 2.18 -5.33 -1.92
C -0.77 -6.25 -1.08
H 3.52 -0.38 -1.92
H 2.91 1.29 -1.92
H 1.97 0.00 -2.72
H 3.76 -0.49 1.14
H 2.55 0.34 2.14
H 3.49 1.24 0.92
H 2.64 -2.38 0.05
H 1.43 -2.40 -1.24
H 0.56 -1.08 2.18
H 1.76 -2.32 2.56
H 0.05 -2.63 2.86
H -1.53 -3.15 0.81
H -0.92 -2.85 -0.82
H -2.84 -1.54 2.34
H -3.09 0.21 2.14
H -1.59 -0.38 2.88
H -3.75 -1.68 -0.52
H -2.79 -1.00 -1.85
H -3.70 0.07 -0.74
H 0.24 -4.68 1.67
H 1.93 -4.35 1.36
H 3.13 -4.97 -1.52
H 1.76 -4.63 -2.64
H 2.35 -6.29 -2.42
H -1.42 -6.42 -0.22
H -0.61 -7.18 -1.61
H -1.22 -5.52 -1.76
Br 0.75 3.53 -2.87
C 1.37 3.75 -1.10
C 2.18 4.85 -0.91
C 2.71 5.11 0.35
C 2.41 4.22 1.37
C 1.59 3.15 1.11
N 1.06 2.88 -0.11
H 2.39 5.51 -1.74
H 3.34 5.97 0.52
H 2.79 4.36 2.38
H 1.33 2.47 1.90
*
```

=====

Here is 2 unconnected molecules or ions with the total composition C4H12N2Si from OMol25. Energies are from ωB97M-V/def2-TZVPD.

Summary:
<S²> = 2.01
Lowest unoccupied orbital energy (spin up / spin down) = 0.0378 / -0.0279 Ha
Maximum force = 4.34 eV Å⁻¹
DFT total energy = -15196.294 eV
Highest occupied orbital energy (spin up / spin down) = -5.5 / -9.4 eV

```
! wB97M-V def2-TZVPD RIJCOSX def2/J DEFGRID3
* xyz 0 3
C -3.14 0.21 -0.48
C -2.40 0.00 0.52
C 0.77 1.96 0.26
C 1.27 0.62 0.83
N 0.87 -1.07 -1.61
N 1.26 -2.51 0.74
Si 0.62 -1.00 0.04
H -4.21 0.09 -0.53
H -2.74 0.07 -1.50
H -2.60 0.11 1.52
H 0.97 1.99 -0.80
H -0.39 1.98 0.36
H 1.27 2.84 0.68
H 1.24 0.61 1.86
H 2.40 0.59 0.48
H 0.67 -2.04 -2.00
H 0.49 -0.30 -2.24
H 1.02 -2.48 1.69
H 2.18 -2.95 0.53
*
```

=====

Here is C27H25FN4O4S in the gas phase from OMol25. Energies are from ωB97M-V/def2-TZVPD.

Summary:
Lowest unoccupied orbital energy = -0.0053 Ha
Maximum force = 0.96 eV Å⁻¹
DFT total energy = -56108.980 eV
Highest occupied orbital energy = -8.7 eV

```
! wB97M-V def2-TZVPD RIJCOSX def2/J DEFGRID3
* xyz 0 1
C -8.74 -0.60 0.48
C -7.84 -1.71 -0.04
O -6.56 -1.22 -0.43
C -5.66 -1.05 0.54
O -5.86 -1.32 1.70
C -4.37 -0.51 0.03
C -3.33 -0.30 0.93
C -2.12 0.19 0.51
C -1.95 0.50 -0.84
N -0.70 1.00 -1.30
C 0.07 0.23 -2.15
C 1.26 0.65 -2.62
C 2.21 -0.23 -3.37
C 3.19 -0.75 -2.36
C 3.03 -1.99 -1.74
N 3.85 -2.42 -0.79
C 4.84 -1.61 -0.43
O 5.70 -1.99 0.50
C 5.49 -3.26 1.12
C 4.36 -3.22 2.13
N 5.08 -0.41 -0.95
C 4.27 0.01 -1.90
C 1.71 2.01 -2.28
O 2.70 2.53 -2.75
N 0.92 2.68 -1.37
C -0.17 2.19 -0.91
S -1.02 3.10 0.33
C 0.43 4.00 1.01
C 1.39 3.00 1.58
C 1.02 2.25 2.69
C 1.85 1.27 3.18
C 3.06 1.04 2.54
F 3.86 0.06 3.02
C 3.46 1.77 1.44
C 2.61 2.76 0.96
C -2.97 0.29 -1.75
C -4.18 -0.21 -1.32
H -8.31 -0.18 1.39
H -9.72 -1.00 0.71
H -8.84 0.18 -0.26
H -8.26 -2.16 -0.95
H -7.71 -2.48 0.73
H -3.50 -0.55 1.97
H -1.31 0.34 1.20
H -0.34 -0.75 -2.38
H 2.74 0.38 -4.11
H 1.68 -1.05 -3.86
H 2.23 -2.66 -2.01
H 5.28 -4.01 0.35
H 6.44 -3.48 1.61
H 3.41 -3.06 1.63
H 4.52 -2.42 2.85
H 4.31 -4.17 2.67
H 4.47 0.99 -2.31
H 0.01 4.66 1.76
H 0.87 4.57 0.19
H 0.07 2.44 3.16
H 1.58 0.68 4.05
H 4.40 1.55 0.96
H 2.91 3.33 0.10
H -2.82 0.53 -2.79
H -4.99 -0.37 -2.02
*
```

=====

Here is a molecular structure, C7H6O from OMol25. Energies are from ωB97M-V/def2-TZVPD.

Summary:
Lowest unoccupied orbital energy = 0.0318 Ha
Maximum force = 8.54 eV Å⁻¹
DFT total energy = -9395.478 eV
Highest occupied orbital energy = -9.0 eV

```
! wB97M-V def2-TZVPD RIJCOSX def2/J DEFGRID3
* xyz 0 1
C -2.57 -1.51 0.94
C -1.55 -1.05 0.61
C -0.43 -0.32 0.17
C 0.75 -0.77 0.31
C 1.62 0.22 -0.27
C 0.86 1.29 0.46
C -0.14 0.96 -0.62
H -3.55 -1.81 1.48
H 0.76 -1.80 0.63
H 2.80 0.54 -0.16
H 1.47 2.38 0.63
H 0.67 0.90 1.35
H -1.16 1.58 -0.94
O 0.96 0.66 -1.58
*
```

=====

Here is C48H58N4O4 in the gas phase from OMol25. Energies are from ωB97M-V/def2-TZVPD.

Summary:
Lowest unoccupied orbital energy = -0.0172 Ha
Maximum force = 2.74 eV Å⁻¹
DFT total energy = -64867.179 eV
Highest occupied orbital energy = -6.6 eV

```
! wB97M-V def2-TZVPD RIJCOSX def2/J DEFGRID3
* xyz 0 1
C 5.01 0.73 0.89
C 3.94 1.53 1.61
C 4.57 2.70 2.38
C 3.11 0.57 2.47
C 3.56 0.31 3.76
C 3.01 -0.72 4.53
C 2.00 -1.51 3.99
C 1.53 -1.28 2.69
C 0.69 -2.38 2.07
C -0.48 -2.83 2.96
C 1.57 -3.59 1.73
C 2.05 -0.20 1.94
N 1.71 -0.05 0.54
N 2.61 -0.44 -0.37
N 2.01 -0.27 -1.56
C 2.54 -0.87 -2.76
C 1.91 -2.02 -3.26
C 1.00 -2.88 -2.37
C 1.80 -4.00 -1.72
C -0.22 -3.43 -3.12
C 2.21 -2.38 -4.57
C 3.18 -1.68 -5.29
C 3.90 -0.63 -4.70
C 3.61 -0.23 -3.39
C 4.44 0.85 -2.69
C 4.28 2.23 -3.32
C 5.91 0.44 -2.62
C 0.69 0.14 -1.40
C -0.18 0.27 -2.58
C -1.43 -0.38 -2.54
C -2.30 -0.37 -3.63
C -1.87 0.17 -4.84
C -0.61 0.78 -4.92
C 0.19 0.90 -3.79
C 0.49 0.25 -0.07
C -0.56 1.01 0.67
H 4.55 -0.07 0.31
H 5.59 1.37 0.21
H 5.70 0.26 1.61
H 3.28 1.98 0.85
H 3.85 3.18 3.06
H 5.45 2.39 2.97
H 4.90 3.46 1.66
H 4.39 0.90 4.15
H 3.43 -0.95 5.51
H 1.61 -2.36 4.54
H 0.26 -1.98 1.15
H -1.06 -1.97 3.30
H -1.14 -3.47 2.37
H -0.12 -3.39 3.83
H 2.45 -3.28 1.15
H 1.93 -4.07 2.65
H 1.00 -4.32 1.14
H 0.61 -2.23 -1.57
H 2.63 -3.59 -1.14
H 1.16 -4.59 -1.06
H 2.22 -4.66 -2.50
H -0.66 -2.66 -3.77
H 0.07 -4.30 -3.73
H -0.98 -3.73 -2.39
H 1.69 -3.24 -5.02
H 3.40 -1.96 -6.32
H 4.70 -0.12 -5.24
H 4.06 0.90 -1.66
H 3.23 2.56 -3.31
H 4.88 2.97 -2.77
H 4.62 2.22 -4.37
H 6.01 -0.53 -2.13
H 6.33 0.37 -3.63
H 6.49 1.18 -2.05
H -1.64 -0.98 -1.65
H -3.30 -0.80 -3.51
H -2.53 0.12 -5.72
H -0.27 1.18 -5.88
H 1.13 1.46 -3.83
H -1.00 1.72 -0.05
H -0.02 1.59 1.43
C -4.09 5.56 4.69
N -4.69 4.54 3.86
C -6.14 4.53 3.75
C -3.96 3.50 3.37
C -4.60 2.41 2.73
C -3.85 1.39 2.19
C -2.46 1.41 2.15
C -1.69 0.34 1.35
C -2.66 -0.37 0.44
C -2.61 -1.76 0.15
O -1.62 -2.48 0.24
O -3.71 -2.33 -0.44
C -4.90 -1.49 -0.50
C -5.82 -2.15 -1.52
C -5.57 -1.39 0.85
O -4.53 -0.21 -1.05
C -3.44 0.43 -0.48
O -3.20 1.58 -0.81
C -1.82 2.47 2.84
C -2.54 3.49 3.44
H -3.21 5.98 4.20
H -4.84 6.35 4.85
H -3.77 5.15 5.67
H -6.46 4.39 2.71
H -6.59 3.72 4.35
H -6.52 5.50 4.11
H -5.69 2.38 2.65
H -4.39 0.54 1.78
H -1.31 -0.47 2.01
H -5.30 -2.27 -2.48
H -6.10 -3.14 -1.16
H -6.71 -1.54 -1.66
H -4.85 -1.20 1.64
H -6.34 -0.62 0.82
H -6.05 -2.35 1.07
H -0.73 2.51 2.90
H -2.00 4.28 3.96
*
```